# 1
Below is H12Li7O34S7 as an isolated structure in a non-equilibrium geometry, with properties calculated with ωB97M-V with the def2-TZVPD basis set.

Values from the calculation:
- HOMO (eV) = 9.7456
- net charge = -7
- orbital gap (Ha) = 0.03390

The geometry in XYZ format:
```
60
Properties=species:S:1:pos:R:3:forces:R:3
Li 1.502 1.682 -2.913 0.0178 -1.2704 -0.0706
Li -1.542 -2.019 -1.676 0.7815 -0.2449 0.1253
Li 1.273 -0.222 2.816 -0.1773 -0.4768 -0.1800
Li 1.554 -0.961 -1.980 0.1000 -0.4207 0.0625
Li -0.399 -2.454 0.802 0.0990 -1.1157 0.3166
Li 2.720 0.943 -0.322 -0.0198 -1.3215 -0.2665
Li -1.253 -0.059 2.448 -0.0275 -1.4093 0.4649
S -0.277 0.526 -0.046 1.7955 -3.8549 0.7108
O -0.736 -0.857 -0.210 -0.4638 1.4495 -0.0682
O 0.261 0.657 1.337 -1.1188 1.1830 -0.3523
O 0.833 0.754 -0.983 -0.5223 1.2067 -0.5619
O -1.372 1.480 -0.256 -0.9266 1.7565 -0.4715
S -0.396 -0.605 -4.231 0.2759 -1.1795 -1.3996
O -1.746 0.039 -4.163 -0.1579 0.4819 0.1741
O 0.687 0.394 -4.196 0.0820 1.4621 0.4634
O -0.197 -1.516 -3.082 -0.3143 0.3383 0.7414
O -0.305 -1.363 -5.491 -0.2811 0.2395 -0.1953
S 2.677 -1.443 1.052 1.9215 -4.2075 -0.6996
O 2.913 -0.104 1.563 0.2837 3.7999 2.2359
O 3.803 -2.331 1.429 -0.6504 0.5174 0.3670
O 1.390 -1.942 1.567 -0.0417 0.4669 0.5019
O 2.686 -1.254 -0.389 -0.7761 -0.1715 -1.7377
S -0.084 -4.780 -1.320 0.8120 -2.1554 -0.0174
O -0.647 -3.509 -0.802 -0.4072 1.6942 -0.2153
O -1.019 -5.871 -0.944 -0.1570 -0.3897 -0.2480
O 0.043 -4.715 -2.787 -0.3150 0.1483 -0.7927
O 1.255 -5.021 -0.736 -0.1658 0.0951 0.1845
S -2.210 -3.268 2.705 0.1443 -3.0922 -1.0772
O -3.667 -3.033 2.698 -1.0819 0.4023 0.4858
O -1.739 -3.849 3.965 -0.2078 0.6035 1.1503
O -1.825 -4.219 1.644 -0.4623 0.0533 -0.1912
O -1.531 -2.009 2.315 0.6438 2.6284 0.2895
S 4.191 0.467 -3.257 0.8596 -0.5431 -1.5618
O 3.032 0.440 -2.299 -0.2866 0.7313 0.0109
O 5.025 1.654 -2.935 0.1688 0.9679 0.3672
O 5.013 -0.741 -3.159 0.0942 -0.2404 0.4387
O 3.646 0.569 -4.629 0.0144 0.6659 0.0406
S -0.638 0.059 5.379 -0.8902 -1.4588 0.9407
O -1.394 1.265 5.784 -0.3028 1.1711 0.1214
O -1.494 -1.129 5.492 0.2821 0.6621 0.1670
O -0.224 0.231 3.940 0.5205 0.5284 -0.3211
O 0.575 -0.077 6.213 0.6414 0.2710 0.1669
O -2.942 -0.209 -1.854 -0.6338 -0.2465 -0.5772
H -2.496 -0.008 -2.726 0.0217 -0.1559 -0.0023
H -2.580 0.429 -1.236 0.1724 -0.1577 0.1516
O -0.287 3.117 -2.347 -0.0610 0.2543 0.0501
H -0.767 2.499 -1.753 0.0978 -0.1753 0.0018
H -0.697 3.973 -2.201 -0.0013 -0.1095 0.0150
O -3.809 2.599 0.158 0.5637 0.3160 0.1011
H -2.905 2.184 -0.005 -0.6270 0.0356 0.1858
H -3.784 3.437 -0.316 0.0913 -0.2313 -0.2475
O 0.904 3.006 2.534 0.5086 0.5704 -0.4797
H 0.741 2.212 1.976 -0.0833 -0.0990 0.3366
H 0.027 3.305 2.773 -0.3243 -0.2141 0.1227
O -2.401 4.178 2.091 -0.4705 0.5964 0.1061
H -2.773 4.163 2.981 0.2282 -0.2897 -0.0504
H -3.056 3.698 1.548 0.3241 -0.4058 0.0747
O 2.233 2.873 -0.849 0.3869 0.8578 0.1807
H 1.358 3.193 -0.587 -0.0075 -0.3976 0.0260
H 2.851 3.542 -0.532 0.0302 -0.1203 -0.0946
```
Forces are in eV/Å.

# 2
Below is H12LiO6 as an isolated structure in a non-equilibrium geometry, with properties calculated with ωB97M-V with the def2-TZVPD basis set.

Values from the calculation:
- HOMO (eV) = -15.1545
- net charge = +1
- energy above the lowest of the compared OMol25 structures with the same formula, charge and spin (kcal/mol) = 24.33
- orbital gap (Ha) = 0.43244

The geometry in XYZ format:
```
19
Properties=species:S:1:pos:R:3:forces:R:3
Li 0.204 -0.070 -0.160 0.6811 -0.4083 0.0922
O 2.260 -0.026 -0.826 1.3546 0.7266 -0.8810
H 2.421 0.601 -1.580 -0.3170 -0.9560 0.9724
H 3.176 -0.335 -0.616 -1.2368 0.2534 -0.0531
O 0.676 0.070 1.958 2.7307 -1.7083 0.4370
H 1.013 -0.707 2.503 0.0466 1.3961 -1.3398
H -0.167 0.095 2.322 -2.7517 0.5716 0.8242
O 0.082 -2.259 0.392 -2.1640 1.5250 -0.9399
H -0.893 -2.424 0.430 1.3658 -0.1607 0.1241
H 0.531 -2.967 0.803 0.5656 -1.3290 0.6125
O -0.333 -0.355 -2.322 0.1172 2.8446 0.3069
H -0.623 0.610 -2.480 0.5039 -2.3091 0.1837
H -1.138 -0.854 -2.279 -0.8009 -0.4733 -0.2349
O -2.071 0.141 0.794 0.9495 -2.1020 0.1504
H -2.454 0.323 1.631 -0.7147 -0.3557 1.5556
H -2.178 0.962 0.401 -0.3768 2.4095 -1.8743
O -0.165 1.987 -0.457 -1.3211 -1.5006 0.9672
H -0.587 2.459 0.256 -0.7179 -0.4085 1.0985
H 0.247 2.744 -0.768 2.0859 1.9847 -2.0020
```
Forces are in eV/Å.

# 3
Below is H12LiO6 as an isolated structure in a non-equilibrium geometry, with properties calculated with ωB97M-V with the def2-TZVPD basis set.

Values from the calculation:
- HOMO (eV) = -14.9802
- net charge = +1
- energy above the lowest of the compared OMol25 structures with the same formula, charge and spin (kcal/mol) = 37.53
- orbital gap (Ha) = 0.43230

The geometry in XYZ format:
```
19
Properties=species:S:1:pos:R:3:forces:R:3
Li -0.002 -0.008 0.068 0.3193 0.1134 -0.5241
O 1.926 1.183 1.096 1.6455 -4.4990 -2.4791
H 1.977 1.941 1.580 0.4489 3.2465 2.0686
H 2.864 0.796 1.005 -2.2724 1.0793 0.3835
O -1.474 -1.230 -1.049 1.9480 -3.0753 0.4625
H -2.368 -1.049 -1.054 -3.2295 1.8347 -0.2183
H -1.639 -2.207 -0.874 1.2545 1.3245 -0.3044
O 0.920 0.933 -1.774 -0.5247 -2.0835 2.1489
H 0.330 1.409 -2.307 -0.4333 1.2289 -1.4716
H 1.836 1.105 -1.886 0.7803 0.6969 -0.5602
O -0.739 -0.632 1.785 0.4967 -1.2208 -1.0941
H -1.051 0.031 2.350 -0.9772 1.9621 1.1454
H -0.350 -1.225 2.418 0.4875 -0.7073 0.2225
O 1.273 -1.810 -0.241 -1.2716 2.8191 8.6201
H 1.230 -2.282 -0.948 0.0208 -4.2075 -7.7561
H 0.761 -2.439 0.368 1.2642 1.5162 -0.7235
O -1.427 1.645 -0.011 -1.1972 1.2034 -2.6249
H -2.297 1.784 0.348 -0.6235 -0.4091 1.7371
H -1.770 2.055 -0.875 1.8640 -0.8225 0.9676
```
Forces are in eV/Å.

no.,LUMO (eV)
1,10.67
2,-3.39
3,-3.22